# 1
The following is a DFT calculation (the ωB97M-V functional and the def2-TZVPD basis) of a single C4H9NO molecule at a distorted geometry.

## Properties
SMILES string = CCC(=O)NC
multiplicity = 1
E = -287.78233 Eh
Kohn-Sham gap = 10.33 eV
LUMO = 0.97 eV
HOMO energy = -9.360 eV

Last column: natural (NBO) charge in e.
Cartesian coordinates (Å):
C 0.462 1.520 1.618  -0.594
C -0.830 0.693 0.999  -0.507
C -0.099 -0.233 0.055  0.656
O 1.089 -0.414 0.277  -0.645
N -0.614 -0.768 -1.088  -0.618
C 0.355 -1.462 -1.920  -0.418
H 0.842 2.267 0.909  0.208
H 0.159 1.958 2.560  0.195
H 1.386 0.939 1.859  0.256
H -1.271 0.145 1.840  0.228
H -1.752 1.131 0.511  0.222
H -1.599 -0.905 -1.248  0.395
H 0.024 -1.469 -2.959  0.195
H 1.298 -0.919 -1.838  0.236
H 0.551 -2.483 -1.575  0.192

***

# 2
The following is a DFT calculation (the ωB97M-V functional and the def2-TZVPD basis) of a molecular structure, C33H69Cl28IN3 at a distorted geometry.

## Properties
multiplicity = 1
E = -14645.85815 Eh
charge = +1
Kohn-Sham gap = 9.40 eV
LUMO = -1.96 eV
HOMO energy = -11.364 eV

Last column: Mulliken charge in e.
Cartesian coordinates (Å):
C 0.109 -3.613 0.155  0.235
N 0.505 -2.973 -1.142  0.300
C -0.625 -2.507 -1.817  -1.746
N -1.389 -1.478 -1.367  1.058
N -0.970 -3.088 -2.932  1.315
C -0.266 -4.229 -3.524  0.440
C 0.943 -3.834 -4.333  1.629
C 1.820 -5.073 -4.606  -1.339
I 3.600 -4.972 -3.429  0.025
H 0.733 -3.213 0.945  -0.323
H -0.941 -3.431 0.359  -0.153
H 0.321 -4.677 0.085  0.267
H 1.080 -2.158 -0.924  0.295
H -0.994 -1.026 -0.547  -0.177
H -2.363 -1.725 -1.201  -0.186
H -1.791 -2.729 -3.407  -0.292
H -0.972 -4.745 -4.173  -1.080
H -0.027 -4.939 -2.738  0.234
H 1.563 -3.114 -3.803  -0.137
H 0.667 -3.387 -5.287  -0.988
H 2.084 -5.167 -5.651  0.582
H 1.322 -5.983 -4.285  0.515
Cl -2.700 -4.491 -3.907  -0.040
C -2.323 -5.891 -4.951  -0.768
C -2.456 -7.198 -4.217  -0.582
Cl -1.207 -7.372 -2.949  -0.145
H -1.315 -5.751 -5.333  0.234
H -3.019 -5.863 -5.788  0.611
H -2.329 -8.026 -4.912  0.433
H -3.427 -7.292 -3.737  0.342
Cl -3.413 -3.594 0.673  -0.046
C -3.071 -5.283 0.197  -0.104
C -4.004 -5.722 -0.888  0.281
Cl -5.701 -5.915 -0.409  -0.174
H -3.114 -5.903 1.089  0.490
H -2.057 -5.308 -0.197  -0.182
H -3.681 -6.685 -1.281  0.205
H -3.990 -4.997 -1.695  -0.382
Cl 0.008 1.886 -2.609  -0.157
C -1.237 1.659 -1.352  0.811
C -0.714 1.950 0.029  -0.491
Cl 0.500 0.747 0.570  0.071
H -1.603 0.638 -1.435  -1.077
H -2.054 2.343 -1.577  0.292
H -1.532 1.922 0.748  0.160
H -0.246 2.931 0.075  0.502
Cl 3.539 3.023 3.924  -0.131
C 3.089 2.869 2.207  -0.165
C 3.150 4.184 1.477  -0.475
Cl 1.869 5.304 2.016  -0.195
H 2.095 2.438 2.162  -0.049
H 3.792 2.169 1.759  0.326
H 2.998 4.016 0.412  0.329
H 4.109 4.676 1.622  0.365
Cl 5.077 0.990 -4.435  -0.188
C 5.279 -0.620 -3.697  -0.538
C 3.996 -1.130 -3.099  0.448
Cl 3.485 -0.201 -1.662  -0.095
H 6.065 -0.549 -2.949  0.386
H 5.605 -1.296 -4.486  0.359
H 4.114 -2.162 -2.778  -0.070
H 3.183 -1.086 -3.820  -0.386
Cl 6.292 5.631 4.154  -0.198
C 5.312 5.829 5.629  -0.351
C 6.119 6.342 6.792  -0.343
Cl 7.292 5.136 7.376  -0.188
H 4.858 4.867 5.855  0.161
H 4.521 6.539 5.390  0.323
H 5.459 6.569 7.628  0.289
H 6.669 7.243 6.532  0.284
Cl -0.726 -1.520 3.661  -0.073
C 0.806 -1.882 4.490  -0.508
C 1.919 -1.167 3.778  -0.568
Cl 2.162 -1.871 2.145  -0.200
H 0.960 -2.959 4.486  0.362
H 0.717 -1.545 5.518  0.260
H 2.859 -1.273 4.316  0.449
H 1.707 -0.109 3.649  0.206
Cl -1.937 -0.057 -6.764  -0.267
C -1.601 0.616 -5.152  -0.227
C -1.442 -0.469 -4.119  1.411
Cl -2.976 -1.317 -3.784  -0.038
H -2.411 1.292 -4.890  0.396
H -0.678 1.189 -5.227  0.449
H -1.105 -0.029 -3.179  -1.334
H -0.712 -1.211 -4.446  -0.153
Cl -0.752 1.092 7.934  -0.173
C 0.862 0.811 8.638  -0.504
C 1.951 1.480 7.841  -0.536
Cl 2.158 0.729 6.235  -0.071
H 1.016 -0.264 8.693  0.315
H 0.849 1.213 9.649  0.359
H 2.901 1.386 8.364  0.318
H 1.743 2.535 7.684  0.325
Cl -6.318 -0.722 -5.067  -0.138
C -7.597 -0.972 -3.849  -0.479
C -7.039 -1.056 -2.451  -0.493
Cl -6.103 -2.552 -2.187  -0.043
H -8.146 -1.872 -4.114  0.330
H -8.270 -0.119 -3.921  0.331
H -7.854 -1.067 -1.729  0.426
H -6.392 -0.209 -2.234  0.084
Cl -3.448 0.832 -0.568  0.446
C -4.855 0.310 0.405  -0.617
C -4.629 0.569 1.869  -0.878
Cl -3.360 -0.499 2.516  -0.061
H -5.033 -0.745 0.206  0.210
H -5.712 0.880 0.048  0.335
H -5.542 0.367 2.427  0.445
H -4.333 1.599 2.052  0.340
Cl -4.263 3.757 -1.235  -0.079
C -4.580 5.506 -1.059  -0.549
C -3.300 6.275 -0.855  -0.479
Cl -2.539 5.904 0.715  -0.173
H -5.262 5.636 -0.223  0.315
H -5.073 5.845 -1.968  0.300
H -3.507 7.344 -0.869  0.371
H -2.576 6.050 -1.634  0.296
Cl 5.959 6.095 10.706  -0.175
C 7.413 7.082 11.003  -0.471
C 7.159 8.553 10.796  -0.432
Cl 6.868 8.960 9.085  -0.165
H 8.199 6.716 10.346  0.299
H 7.709 6.909 12.036  0.343
H 8.032 9.120 11.113  0.296
H 6.297 8.890 11.367  0.318
Cl 2.039 -0.758 -6.555  -0.079
C 1.067 -0.756 -8.051  -0.643
C -0.168 -1.606 -7.912  0.212
Cl 0.233 -3.343 -7.791  -0.205
H 1.700 -1.104 -8.863  0.390
H 0.781 0.276 -8.246  0.320
H -0.810 -1.489 -8.783  0.471
H -0.733 -1.331 -7.024  -0.569

***

# 3
The following is a DFT calculation (the ωB97M-V functional and the def2-TZVPD basis) of 2 unconnected molecules or ions with the total composition C2HClNO2 at a distorted geometry.

## Properties
multiplicity = 1
E = -742.33368 Eh
charge = -1
Kohn-Sham gap = 10.10 eV
LUMO = 4.04 eV
HOMO energy = -6.057 eV

Last column: natural (NBO) charge in e.
Cartesian coordinates (Å):
C 0.932 1.048 0.044  0.185
C 0.779 -0.466 0.000  0.715
N 1.353 2.124 -0.016  -0.393
O -0.333 -1.100 0.137  -0.742
O 1.866 -0.947 -0.100  -0.619
Cl -2.905 0.031 -0.038  -0.518
H -1.692 -0.690 -0.027  0.371

***

- The highest HOMO energy belongs to which entry?
  C2HClNO2

***

- Which of these has the highest E?
  C4H9NO